Below is a structure of composition C15H26AlIO2P2 in a non-equilibrium geometry, with properties calculated with the ωB97M-V functional and the def2-TZVPD basis.

XYZ file:
```
47
Properties=species:S:1:pos:R:3:forces:R:3
C 0.0265 0.4399 -6.4816 0.00 0.18 -0.02
C 0.0334 1.2075 -5.1702 0.05 5.10 -0.93
H 0.0310 1.1683 -7.3351 0.00 -0.39 1.08
H -0.8708 -0.1718 -6.5473 0.04 -0.17 0.12
H 0.9160 -0.1831 -6.5479 -0.04 -0.17 0.12
O 0.0452 2.4029 -5.0409 -0.04 -4.35 0.10
I 0.0232 0.0229 -3.1364 0.00 -0.40 -0.29
Al 0.0196 0.0891 0.1405 -0.01 -0.14 2.30
P 2.3832 0.4088 0.1106 2.23 0.16 -0.89
C 3.1498 1.8059 0.9983 -0.66 0.11 0.13
C 3.2977 -0.9846 0.8197 -0.37 -0.71 -0.06
H 4.3756 -0.7971 0.6899 -0.42 0.00 -0.01
H 4.1879 0.3834 -1.5516 -0.29 0.12 0.13
H 3.0157 -1.9053 0.2805 0.22 0.25 0.31
H 2.5770 -0.1208 -2.1944 0.62 0.37 0.10
H 2.8555 1.7698 2.0490 0.17 0.15 0.01
H 3.0697 -1.1114 1.8841 -0.02 0.00 -0.23
C 3.1106 0.5937 -1.5447 -0.42 -0.39 -0.26
H 4.2445 1.7225 0.9107 -0.44 -0.07 -0.02
H 2.9124 1.6094 -1.9034 0.07 -0.19 -0.07
H 2.8115 2.7392 0.5454 0.14 0.08 0.14
P -2.3400 0.4373 0.0977 -2.14 0.21 -0.92
C -3.0840 1.8322 1.0056 0.65 0.07 0.14
C -3.0610 0.6547 -1.5565 0.44 -0.40 -0.24
H -2.9749 -1.8777 0.2560 -0.21 0.21 0.28
H -4.3424 -0.7636 0.6188 0.41 -0.02 0.03
H -3.0699 -1.0740 1.8529 0.01 -0.01 -0.24
C -3.2696 -0.9554 0.7815 0.32 -0.65 -0.01
H -2.5384 -0.0642 -2.2119 -0.64 0.41 0.11
H -4.1424 0.4636 -1.5622 0.32 0.12 0.11
H -4.1792 1.7698 0.9121 0.42 -0.07 -0.02
H -2.7260 2.7663 0.5701 -0.15 0.09 0.14
H -2.8416 1.6720 -1.8991 -0.09 -0.21 -0.09
H -2.7937 1.7697 2.0563 -0.17 0.16 0.01
C 0.0342 1.9608 1.3025 0.01 4.63 2.49
O 0.0403 2.9608 1.8879 -0.02 -4.28 -2.41
C -0.1643 -2.8150 4.1147 0.08 0.20 -1.15
C -0.0639 -3.2800 2.7861 0.01 0.25 0.34
C 0.0158 -2.3886 1.7074 -0.10 -0.69 0.22
C -0.0108 -1.0031 1.8690 0.15 0.27 -0.63
C -0.0742 -0.5396 3.1881 -0.16 -0.24 0.62
C -0.1623 -1.4270 4.2850 0.02 0.14 0.30
H -0.2326 -3.5274 4.9519 0.04 0.58 -0.47
H -0.0438 -4.3445 2.5877 0.00 0.01 0.02
H 0.0973 -2.8094 0.7046 -0.04 -0.13 0.12
H -0.0599 0.5287 3.4091 -0.06 -0.19 0.08
H -0.2279 -1.0353 5.3095 0.06 0.00 -0.57
```
Forces are in eV/Å.

Net charge: +2
Orbital gap (eV): 6.7182
E_LUMO (eV): -8.0
E_tot (eV): -53332.5507

Below is a cluster of 15 separate species, C17H61F3N26O16 in total in a non-equilibrium geometry, with properties calculated with the ωB97M-V functional and the def2-TZVPD basis.

XYZ file:
```
123
Properties=species:S:1:pos:R:3:forces:R:3
O -4.8675 -0.9534 -0.8333 -1.11 -0.56 0.37
H -3.9117 -0.8976 -0.9032 3.61 0.04 0.30
H -5.2977 -0.0975 -0.7703 -0.29 0.50 -0.10
H -5.0492 -1.4176 -1.6537 -0.95 -0.61 -0.71
C -1.0101 -1.2567 -0.7800 -2.62 0.15 -0.12
O -1.2043 -0.0876 0.0955 -0.46 -0.21 -1.22
O -2.1597 -1.4491 -1.6180 1.94 1.52 1.18
C 0.3964 -1.1258 -1.4859 -1.28 -1.61 -0.39
F 0.6423 0.0918 -1.9947 0.06 -0.92 0.31
F 1.3467 -1.4498 -0.5794 -0.04 0.44 -0.68
F 0.5027 -2.0956 -2.5139 0.02 1.83 1.36
C -0.2950 0.2707 1.1388 0.37 -0.52 0.69
C -0.8600 1.4937 1.8796 0.52 -1.06 -1.21
H -0.3909 1.6266 2.8545 0.14 0.22 -0.23
H -0.6707 2.3057 1.1775 -0.51 0.38 0.62
H -1.9151 1.2668 2.0324 -0.09 0.59 -0.19
H 0.7042 0.4239 0.7311 0.06 0.49 -0.06
H -0.1496 -0.5132 1.8821 -0.34 -0.50 -0.18
H -1.0262 -2.1311 -0.1293 0.83 -0.22 0.30
C 4.0560 2.6179 -0.8995 0.22 1.76 -1.43
O 4.2769 3.8239 -0.9294 0.66 0.08 0.51
N 4.7658 1.6166 -1.3812 2.49 -2.35 -1.36
N 2.9002 2.1386 -0.4914 -2.35 0.11 1.56
H 5.5995 1.6807 -1.9478 -0.22 0.63 0.21
H 4.1921 0.8257 -1.6372 0.53 0.06 -0.17
H 2.3023 2.9056 -0.2186 -0.92 -0.97 0.01
H 2.6707 1.1737 -0.6823 -0.73 0.60 0.27
C 4.3769 -2.0984 1.2034 -0.80 -1.46 0.31
O 4.4223 -2.2354 2.4236 -0.27 -0.30 1.21
N 3.7529 -2.9883 0.3912 -0.26 0.25 -0.93
N 4.9322 -1.0605 0.6198 -0.01 0.05 -1.52
H 3.2231 -3.8040 0.6632 0.28 -0.11 0.24
H 3.6311 -2.7020 -0.5697 -0.01 -0.38 0.15
H 5.3257 -0.4060 1.2808 0.32 0.97 -0.38
H 4.8345 -0.9824 -0.3824 0.54 0.45 0.44
C -1.8628 -5.2980 -3.2516 -0.89 -0.08 -0.13
O -1.8761 -6.4704 -3.5531 -0.76 -0.73 -0.44
N -0.8574 -4.7281 -2.6571 4.75 0.00 2.28
N -2.8087 -4.3545 -3.3587 -1.92 -0.59 -1.11
H -0.7831 -3.7726 -2.3384 -0.16 -0.32 -0.18
H -0.1894 -5.3980 -2.3034 0.36 0.46 -0.06
H -3.6593 -4.6904 -3.7873 -0.14 1.08 0.04
H -2.4971 -3.4597 -3.0088 -1.26 0.43 -0.54
C -2.6511 0.3022 -4.7595 -0.30 -1.40 -5.75
O -3.0087 0.5277 -5.9194 0.33 0.35 0.32
N -1.5970 -0.4229 -4.4365 2.82 -1.13 1.03
N -3.4070 0.5573 -3.7452 -2.31 1.49 4.23
H -1.5114 -0.6869 -3.4654 -0.09 -0.39 0.10
H -1.0634 -1.0047 -5.0664 -0.34 0.65 -0.35
H -4.3384 0.9328 -3.8526 0.58 0.24 -0.08
H -2.8893 0.5082 -2.8793 -0.89 0.00 0.57
C 4.7651 1.3961 2.9505 -2.99 -0.03 -1.03
O 5.5600 0.8114 2.3048 4.01 -1.52 -2.14
N 5.0220 1.8365 4.1367 1.29 1.55 4.61
N 3.5280 1.6037 2.4784 -1.68 0.48 0.22
H 5.9407 1.6472 4.5111 -0.18 -0.08 -0.22
H 4.3708 2.2141 4.8101 -0.11 -0.01 -0.54
H 3.3094 1.3097 1.5372 0.04 0.08 0.30
H 2.7895 1.8025 3.1381 -0.13 0.12 -0.44
C 1.2766 4.4934 1.7470 1.74 -0.76 1.42
O 0.8099 4.2372 2.8184 -1.08 -0.41 2.59
N 2.5624 4.6848 1.4939 2.51 1.00 0.10
N 0.6111 4.4365 0.6408 -3.07 0.27 -4.63
H 2.8576 4.8301 0.5390 0.63 -0.13 0.27
H 3.2644 4.6055 2.2157 -0.30 0.09 -0.21
H 1.0093 4.8155 -0.2065 -0.28 -0.28 -0.04
H -0.3598 4.1632 0.5879 0.42 0.23 0.14
C 1.2364 -5.6714 0.6170 3.48 -1.34 -0.75
O 2.3252 -5.5104 0.1492 3.44 0.38 -1.11
N 0.8768 -6.7271 1.2674 -0.50 -4.39 2.30
N 0.3023 -4.8520 0.4985 -6.27 5.08 -0.23
H 1.5598 -7.4691 1.3218 -0.43 -0.03 0.09
H -0.1024 -6.8945 1.4501 0.52 -0.44 0.13
H -0.4695 -5.0933 1.1036 -0.46 1.23 -0.31
H 0.4238 -3.8920 0.2088 0.10 -0.34 0.07
C 2.3962 2.3363 -4.6031 2.85 -3.08 -0.11
O 3.3442 1.5911 -4.6909 2.18 -1.13 -0.69
N 1.3104 1.9463 -4.0762 -5.64 -3.21 3.00
N 2.3234 3.5326 -5.0184 -0.08 6.55 -2.23
H 0.5959 2.5479 -3.6919 0.34 -0.08 -0.18
H 1.2335 0.9754 -3.8086 0.27 0.41 0.01
H 1.4412 3.9737 -4.8009 0.38 0.36 -0.60
H 2.8185 3.8525 -5.8385 0.16 -0.08 0.49
C -1.1196 3.6601 -2.1490 -1.18 -0.92 -0.87
O 0.0729 3.5246 -2.1971 2.42 -0.59 1.79
N -2.0536 2.9829 -1.5489 -1.50 -4.25 3.77
N -1.7024 4.4814 -2.9741 -0.21 3.67 -2.59
H -3.0516 3.1360 -1.5726 0.52 0.70 -0.34
H -1.8309 2.0601 -1.2041 0.32 -0.02 0.48
H -0.8537 4.8046 -3.4161 -0.87 1.12 -1.57
H -2.4650 4.0803 -3.5009 0.24 0.51 -0.34
C -2.8786 -1.8122 2.9036 -0.77 -0.57 -2.51
O -2.6116 -2.9731 2.6814 -0.04 -1.32 0.41
N -3.9111 -1.1491 2.3066 -2.32 -0.70 -1.26
N -2.2207 -0.9452 3.5738 3.32 2.98 2.79
H -3.7840 -0.1829 2.0411 -0.30 -0.40 0.02
H -4.4928 -1.7756 1.7688 -0.12 0.38 -0.35
H -2.3634 0.0199 3.3123 -0.14 -0.27 0.69
H -1.2871 -1.0956 3.9285 0.43 -0.43 0.43
C -4.4581 -4.6718 0.2881 -1.99 0.88 2.49
O -5.3628 -3.8378 0.2502 -0.03 0.67 -0.95
N -4.5426 -5.6932 1.1511 -0.08 -1.03 0.03
N -3.2733 -4.5683 -0.2724 1.76 0.26 -1.82
H -3.8034 -6.3775 1.0782 -0.72 -0.27 0.75
H -5.4106 -5.7799 1.6602 0.45 -0.42 -0.07
H -3.2480 -3.9218 -1.0480 0.37 -0.20 -0.02
H -2.8131 -5.4566 -0.4106 0.36 0.36 -0.40
C 1.5289 -1.2579 4.2291 -3.55 0.17 2.61
O 0.4264 -0.9443 4.7636 0.18 0.02 -1.36
N 1.7124 -2.0098 3.2177 -1.24 -2.25 -4.09
N 2.6090 -0.9634 4.8697 2.37 1.82 2.07
H 2.6462 -2.2153 2.8924 0.37 -0.29 -0.27
H 0.8872 -2.3248 2.7278 0.35 -0.14 -0.01
H 2.2878 -0.3090 5.5686 1.39 0.22 0.43
H 3.5060 -1.0412 4.4120 0.19 0.31 0.41
C -2.7687 6.1907 2.4696 -1.01 -1.70 1.67
O -3.3545 5.4214 3.1734 -1.67 -1.93 1.72
N -1.7262 5.9322 1.8160 5.87 -4.13 -3.50
N -3.0618 7.4000 2.2681 -3.43 6.47 0.31
H -1.4606 4.9649 1.9337 0.84 0.40 -0.04
H -1.1057 6.6310 1.4329 0.00 -0.57 0.27
H -2.7451 7.8100 1.4011 -0.76 0.51 0.52
H -3.8958 7.6207 2.7934 -0.09 1.08 -0.68
```
Forces are in eV/Å.

Relative energy (zero: lowest compared OMol25 entry of this formula, charge and spin) (kJ/mol): 843.4
Orbital gap (eV): 7.5301
E_LUMO (eV): -1.9
E_tot (eV): -98278.2588

Below is an isolated molecule of C3H9NS in a non-equilibrium geometry, with properties calculated with the ωB97M-V functional and the def2-TZVPD basis.

XYZ file:
```
14
Properties=species:S:1:pos:R:3:forces:R:3
C -0.0158 1.0967 -1.2207 0.04 -0.31 0.89
C -0.3004 -0.0954 -0.2770 -0.18 -0.24 -1.63
N -1.5880 0.0731 0.3599 -0.09 0.56 0.83
C 0.8089 -0.2523 0.7448 -0.64 0.37 0.64
S 0.8859 -1.8711 1.5925 -0.09 0.10 -0.10
H 0.7426 0.7612 -1.9257 -0.12 0.31 -0.32
H -0.9498 1.4066 -1.6810 0.07 -0.13 -0.45
H 0.3491 1.9755 -0.6835 0.07 -0.10 0.12
H -0.3190 -0.9764 -0.9428 0.20 -0.05 0.23
H -2.4250 0.0630 -0.2169 0.58 -0.22 0.00
H -1.6988 -0.5048 1.1771 -0.22 -0.19 -0.03
H 0.5726 0.5043 1.4995 0.35 -0.01 0.09
H 1.7966 -0.0522 0.3489 -0.03 0.09 -0.25
H 2.1412 -2.1281 1.2250 0.05 -0.18 0.01
```
Forces are in eV/Å.

Relative energy (zero: lowest compared OMol25 entry of this formula, charge and spin) (kJ/mol): 23.3
Orbital gap (eV): 10.0411
SMILES: C[C@H](N)CS
E_LUMO (eV): 0.9
E_tot (eV): -15582.0895

The highest E_tot belongs to which entry?
C3H9NS